Molecular formula: C26H96FeN6O27V
Method: DFT, ωB97M-V/def2-TZVPD

**Kohn-Sham gap (spin up / spin down)**: 6.49 / 6.00 eV
**DFT total energy**: -5614.98206 Ha
**Multiplicity**: 8
**LUMO (spin up / spin down)**: -6.030 / -6.515 eV
**HOMO (spin up / spin down)**: -12.519 / -12.519 eV
**F_max**: 19.5 eV/A
**Charge**: +2

```
157
Properties=species:S:1:pos:R:3:forces:R:3
V 0.193 1.702 3.057 -0.499 -0.940 -0.162
Fe 3.077 0.494 1.581 -1.145 -0.081 0.912
C 0.570 0.262 0.679 4.807 5.739 3.390
O -0.022 1.286 0.996 -10.361 7.467 -4.423
O 1.695 0.372 0.180 5.401 -0.611 -13.216
O 1.000 0.037 1.784 1.865 -10.399 16.379
C 2.645 2.980 2.651 -4.834 -5.633 -2.900
O 3.168 2.507 1.649 8.227 5.011 -9.835
O 1.526 3.435 2.720 -4.577 10.903 -0.487
O 2.395 1.870 3.134 -0.054 -12.029 11.354
O 1.761 0.765 -3.440 0.564 -1.038 -0.646
H 2.583 0.687 -2.954 0.301 0.010 -0.011
H 1.261 1.426 -2.961 -0.734 0.707 0.288
O 4.559 0.554 0.113 0.246 -0.407 0.499
H 4.315 1.109 -0.628 -0.334 1.347 -1.022
H 5.360 0.114 -0.171 0.192 -0.377 0.247
O 3.587 -1.624 1.445 -0.160 0.383 0.552
H 4.004 -2.315 1.960 0.069 0.046 0.479
H 3.571 -1.968 0.552 -0.353 -0.457 -1.356
O 3.292 -0.490 5.279 0.109 0.847 -0.276
H 3.586 0.163 5.914 0.080 0.355 0.383
H 3.283 -1.313 5.767 -0.334 -1.250 0.244
O 4.535 0.277 3.015 1.097 0.101 -0.067
H 4.348 0.151 3.945 -0.814 -0.361 0.717
H 5.485 0.391 2.975 0.345 0.067 -0.500
O -0.040 5.459 3.312 -0.804 0.671 0.585
H 0.052 6.106 2.612 -0.042 0.363 -0.088
H 0.553 4.750 3.063 0.764 -0.325 -0.259
O 5.339 4.193 0.144 0.062 0.131 -0.270
H 4.617 3.947 0.723 -0.366 -0.272 0.154
H 6.126 4.050 0.669 0.287 0.081 0.037
O -1.353 3.287 2.624 1.033 -1.087 1.469
H -1.352 4.114 3.107 0.601 0.873 0.293
H -1.860 3.472 1.834 -0.807 -0.852 -1.739
O -1.213 -1.132 5.949 0.050 -0.121 0.089
H -2.160 -1.234 5.857 -0.285 -0.159 -0.182
H -1.065 -1.103 6.894 0.060 0.005 0.368
O 3.592 -2.825 -1.004 0.125 0.053 0.552
H 3.023 -2.771 -1.772 -0.298 0.121 -0.362
H 4.479 -2.833 -1.364 0.293 -0.112 -0.285
O 3.725 2.416 -1.668 -0.066 -0.653 -0.036
H 4.044 3.300 -1.849 0.497 0.290 0.053
H 2.861 2.547 -1.279 -0.421 -0.053 0.058
O -3.000 1.268 -2.100 0.327 0.570 0.594
H -3.711 1.781 -2.484 -0.273 0.156 -0.159
H -3.152 0.376 -2.410 -0.289 -0.702 -0.317
O -1.633 0.705 3.424 1.079 0.024 1.081
H -2.398 0.920 3.957 0.020 0.500 0.235
H -1.991 0.242 2.666 -0.786 -0.295 -1.844
O 0.654 0.184 4.622 0.123 1.009 -0.849
H 1.481 -0.094 5.014 1.103 0.077 -0.254
H 0.000 -0.408 4.995 -1.142 -0.301 0.085
O -0.090 2.784 4.959 -0.047 -0.293 -0.061
H -0.787 3.379 5.236 -0.391 0.297 -0.189
H 0.637 2.975 5.551 0.472 -0.072 0.062
C -5.155 -1.429 0.913 0.906 -0.057 -0.093
C -3.668 -1.322 1.434 -1.545 0.260 0.579
C -2.687 -2.466 1.010 -0.794 0.945 1.354
O -2.948 -3.492 1.901 -1.164 -0.016 1.677
C -2.244 -4.690 1.808 -0.963 -0.465 -1.382
N -3.183 0.062 1.286 0.598 0.037 -1.882
H -5.839 -2.042 1.500 0.362 -0.047 0.244
H -5.233 -1.799 -0.109 0.235 0.042 -0.135
H -5.532 -0.406 0.916 -0.355 -0.091 -0.019
H -3.731 -1.176 2.512 -0.186 -2.010 0.501
H -1.674 -2.146 1.253 0.508 0.379 -0.933
H -2.898 -2.826 0.003 0.478 0.394 -0.425
H -2.825 -5.428 2.362 0.600 0.153 0.711
H -1.181 -4.607 2.032 0.017 -0.131 0.274
H -2.411 -5.060 0.796 0.670 -0.160 -0.514
H -3.992 0.645 1.442 -0.176 0.266 0.773
H -3.090 0.267 0.301 0.854 0.115 -0.650
C -1.598 -1.629 -2.970 0.005 0.850 -1.273
C -2.526 -1.913 -4.201 2.772 0.015 1.716
C -2.978 -3.338 -4.186 -1.321 -0.915 0.194
O -1.945 -4.319 -4.092 0.971 0.489 -0.172
C -2.211 -5.699 -3.693 -1.123 2.077 0.361
N -3.565 -0.929 -4.039 -1.205 -0.017 0.012
H -1.269 -0.606 -3.152 0.644 0.117 0.146
H -0.724 -2.268 -2.845 -0.279 -0.064 -0.009
H -2.213 -1.525 -2.075 -0.080 -0.669 0.149
H -2.052 -1.671 -5.152 0.708 -0.490 0.088
H -3.582 -3.365 -5.093 -0.120 -1.094 -0.419
H -3.684 -3.431 -3.361 -0.144 -0.192 0.354
H -2.420 -5.743 -2.624 -0.300 0.232 0.257
H -1.315 -6.314 -3.780 -0.199 0.225 -0.943
H -3.129 -5.956 -4.222 0.394 -0.959 -0.151
H -4.277 -1.105 -4.734 -0.485 0.124 -0.087
H -3.133 -0.062 -4.323 -0.105 0.299 -0.216
C -4.564 4.390 1.751 0.446 0.016 -0.357
C -3.687 4.454 0.451 -1.224 -0.611 -0.129
C -2.821 5.713 0.252 -1.255 -0.785 0.005
O -3.607 6.874 0.010 1.071 -0.019 -0.389
C -4.360 6.906 -1.225 -1.373 -0.175 1.533
N -2.864 3.231 0.301 0.442 0.475 0.432
H -5.419 3.748 1.538 -0.192 0.166 0.030
H -4.913 5.367 2.086 -0.136 0.099 -0.439
H -4.115 3.955 2.644 0.634 -0.125 -0.159
H -4.439 4.413 -0.337 0.002 0.414 -0.262
H -2.125 5.515 -0.564 0.178 0.158 -0.174
H -2.270 5.774 1.191 0.228 0.930 -0.020
H -4.850 7.879 -1.280 0.602 0.242 0.014
H -5.214 6.264 -1.013 -0.119 -0.420 -0.670
H -3.916 6.668 -2.192 0.715 -0.134 0.369
H -2.227 3.326 -0.477 0.333 0.323 -0.096
H -3.401 2.435 -0.015 -0.383 -0.085 0.371
C 1.445 -5.520 6.009 -0.220 -1.130 -0.513
C 2.232 -4.361 5.501 -0.198 0.143 -3.262
C 1.822 -3.985 3.932 -0.570 -0.961 3.149
O 1.581 -5.190 3.222 0.415 1.745 0.109
C 2.122 -5.130 1.916 -0.590 -1.260 -0.184
N 2.184 -3.136 6.295 0.946 -0.001 0.187
H 1.827 -6.040 6.887 -0.280 0.986 0.842
H 1.585 -6.385 5.360 -0.296 0.304 -0.786
H 0.386 -5.263 5.991 -0.123 -0.320 0.580
H 3.245 -4.718 5.312 0.415 0.434 0.687
H 2.619 -3.324 3.592 0.173 -0.310 -0.512
H 0.900 -3.405 3.960 -0.192 0.249 -0.041
H 3.153 -5.469 2.010 0.184 0.179 -0.661
H 1.994 -4.205 1.353 0.205 0.507 0.507
H 1.507 -5.832 1.353 0.468 -0.375 -0.175
H 1.257 -2.966 6.660 -0.441 -0.122 -0.272
H 2.710 -3.354 7.129 0.253 0.165 0.374
C 0.641 4.294 -1.051 -1.425 2.610 -0.447
C -0.244 3.829 -2.215 1.532 -0.282 1.153
C 0.077 4.403 -3.598 -0.895 0.818 0.103
O 0.261 5.872 -3.508 -0.428 -2.394 -0.206
C 1.430 6.392 -4.144 -0.715 -0.839 0.126
N 0.007 2.421 -2.135 -0.866 -1.919 -0.743
H 0.204 4.101 -0.071 -0.077 -0.532 -0.027
H 0.568 5.377 -1.152 1.012 0.320 0.368
H 1.660 3.909 -1.087 -0.185 0.294 -0.228
H -1.318 3.956 -2.073 -0.016 0.800 0.454
H -0.796 4.116 -4.184 -0.752 0.954 -0.209
H 0.723 3.747 -4.182 1.635 0.729 0.480
H 1.578 7.373 -3.691 0.302 -0.116 -0.247
H 1.255 6.446 -5.218 0.173 0.299 -0.090
H 2.238 5.683 -3.964 0.445 0.381 0.042
H -0.886 1.967 -2.264 -0.039 -0.766 -0.390
H 0.247 2.178 -1.184 -0.008 -0.037 0.175
C 0.824 -2.124 -5.399 -0.582 -0.880 0.535
C 2.014 -2.582 -4.549 -1.021 0.245 0.591
C 2.224 -4.043 -4.728 1.117 -2.861 -1.435
O 2.815 -4.282 -6.049 0.479 -0.254 -0.844
C 3.249 -5.630 -6.461 -0.615 0.320 1.878
N 3.261 -1.899 -4.807 -0.312 0.248 -0.708
H -0.040 -2.704 -5.076 -0.037 -0.311 0.010
H 0.995 -2.450 -6.425 0.045 0.589 -0.190
H 0.475 -1.102 -5.252 0.735 0.259 -0.311
H 1.817 -2.420 -3.489 -0.583 -0.029 0.294
H 1.350 -4.693 -4.691 -0.604 0.469 0.206
H 2.890 -4.462 -3.974 0.435 0.175 0.219
H 2.435 -6.340 -6.316 -0.219 -0.003 -0.005
H 4.074 -5.976 -5.838 0.078 0.157 0.357
H 3.620 -5.783 -7.474 -0.399 1.211 -0.201
H 2.956 -0.944 -4.931 0.342 0.665 0.257
H 3.370 -2.198 -5.765 1.167 0.008 -0.508
```
Positions in Å, forces in eV/Å.